# C22H42AlNOP3S

A structure of composition C22H42AlNOP3S at a distorted geometry (ωB97M-V with the def2-TZVPD basis set, the Open Molecules 2025 dataset).

ORCA input file:
```
! RIJCOSX wB97M-V def2-TZVPD def2/J DEFGRID3
* xyz 3 1
Al -0.0226 -0.2850 0.2148
P 1.9772 -1.5157 1.1898
P -0.8199 -0.3325 2.8682
P 1.1426 2.0554 1.0887
H -1.3500 2.7399 -8.1288
C -0.3750 3.1991 -7.9124
C 0.7689 2.5844 -8.2235
H 0.7756 1.6020 -8.7161
C 2.0320 -3.2437 0.5986
C 2.5554 -1.7238 2.9190
C 3.4557 -0.8248 0.3610
C -2.3696 0.6482 2.9954
C -1.4595 -1.9369 3.4840
C 0.0736 0.2572 4.3699
C 2.0628 2.7986 -0.3118
C 2.2861 2.3981 2.4889
C -0.1742 3.3115 1.3491
H -0.3882 4.2538 -7.6000
H 1.7320 3.1120 -8.1789
H 1.6461 -3.2971 -0.4268
H 1.4047 -3.8727 1.2422
H 3.0700 -3.6054 0.6298
H 1.7903 -2.2335 3.5191
H 2.7792 -0.7526 3.3779
H 3.4697 -2.3359 2.9236
H 3.2759 -0.7794 -0.7213
H 4.3162 -1.4789 0.5639
H 3.6688 0.1866 0.7314
H -2.8057 0.5357 4.0009
H -3.0773 0.2810 2.2417
H -2.1620 1.7067 2.7969
H -1.7426 -1.8270 4.5402
H -0.6853 -2.7068 3.3994
H -2.3358 -2.2547 2.9081
H -0.5653 0.9432 4.9445
H 0.9928 0.7858 4.0921
H 0.3398 -0.5969 5.0072
H 2.6486 3.6503 0.0578
H 1.3655 3.1388 -1.0876
H 2.7369 2.0552 -0.7567
H 2.9409 3.2415 2.2273
H 2.9120 1.5161 2.6846
H 1.7274 2.6533 3.3981
H 0.2222 4.3189 1.1580
H -0.5642 3.2577 2.3749
H -0.9925 3.1013 0.6471
C 0.3178 0.7416 -2.5135
C -0.9486 1.3868 -2.5765
C -1.2024 2.2813 -3.6041
C -0.2248 2.4925 -4.5841
C 1.0023 1.8079 -4.5669
C 1.2783 0.9186 -3.5425
O 0.6929 -0.0016 -1.4676
H -1.4064 0.5463 0.1701
H -1.6771 1.1906 -1.7911
H -2.1715 2.8091 -3.6395
H -0.4270 3.1677 -5.4219
H 1.7458 1.9644 -5.3594
H 2.2227 0.3805 -3.4586
S -1.0104 -2.3315 -0.7755
C -2.2023 -3.0267 0.2349
N -1.9296 -4.2542 0.8015
C -2.8461 -4.9334 1.5469
C -4.1207 -4.4302 1.6931
C -4.4450 -3.1940 1.0995
C -3.4796 -2.4884 0.3943
H -0.9934 -4.6045 0.6702
H -2.4872 -5.8468 2.0072
H -4.8568 -4.9849 2.2791
H -5.4540 -2.7887 1.1829
H -3.6561 -1.5316 -0.1087
*
```

Values from the calculation:
ΔE to the lowest compared entry with this formula, charge and spin: 0.0 kcal per mole
energy: -2657.166163 a.u.
E_LUMO (alpha / beta): -13.3 / -13.3 eV
gap between HOMO and LUMO (alpha / beta): 3.05 / 3.08 eV